The following is a DFT calculation (the ωB97M-V functional and the def2-TZVPD basis) of a structure of composition C50H48BF9N2O2.

**HOMO-LUMO gap**: 0.121 Ha
**Electronic energy**: -84838.0496 eV

```
112
Properties=species:S:1:pos:R:3:forces:R:3:lowdin_charge:R:1
F -3.10175 -5.02507 -7.71384 0.7 0.5 0.4 0.13
C -2.14051 -4.21430 -7.20063 1.1 -1.1 -0.2 -0.53
F -1.62732 -4.80722 -6.07616 -0.6 0.3 -1.1 0.12
F -1.10139 -4.15138 -8.10706 -1.1 -0.3 0.7 0.11
C -2.64658 -2.83427 -6.90790 1.0 0.5 0.4 -0.03
N -1.52378 -2.07112 -6.33990 -1.2 -0.7 -0.8 -0.04
C -0.95152 -1.09350 -7.18399 0.4 0.5 -0.9 -0.24
C -1.74601 -0.01326 -7.60949 0.5 -0.3 0.5 -0.01
C -1.19429 0.96235 -8.42797 0.3 -0.1 -0.3 -0.08
C 0.11353 0.80940 -8.91259 -0.1 -0.1 0.1 -0.08
C 0.87708 -0.30560 -8.54521 -0.1 0.3 0.0 -0.07
C 0.35755 -1.24780 -7.66469 -0.5 0.1 0.1 -0.03
C -1.25999 -2.10346 -4.99277 -0.1 0.3 1.1 -0.20
C -0.03414 -1.60684 -4.51196 -0.1 -0.1 0.0 0.00
C 0.19546 -1.47340 -3.15708 -0.4 0.0 0.6 0.00
C -0.81739 -1.76276 -2.19268 -0.3 -0.4 -1.3 -0.21
C -0.62036 -1.53268 -0.80364 0.4 -0.4 0.1 0.00
C -1.73954 -1.48608 0.08865 -0.5 -0.1 0.5 -0.24
C -1.73600 -2.14087 1.35862 0.4 0.2 -0.6 -0.02
C -2.86879 -2.23370 2.14036 -0.5 0.7 -0.4 -0.01
C -4.04902 -1.53803 1.76358 1.0 0.0 -0.3 -0.20
N -5.12131 -1.42127 2.61306 -0.3 -0.6 1.3 -0.04
C -5.22615 -2.25505 3.81444 0.1 0.4 -0.5 -0.03
C -5.98069 -3.49637 3.44673 -0.8 -0.8 -1.0 -0.54
F -6.06129 -4.38466 4.46792 0.0 0.6 -0.7 0.13
F -7.25998 -3.16660 3.05557 1.0 -0.6 0.5 0.11
F -5.40219 -4.11897 2.37089 -0.5 0.2 1.1 0.12
C -6.00123 -0.30979 2.57888 -0.9 0.5 0.0 -0.24
C -7.05262 -0.26077 1.64825 0.4 0.1 0.5 -0.03
C -7.96509 0.78945 1.70835 0.2 0.2 0.1 -0.07
C -7.80079 1.81431 2.64735 0.1 0.0 0.0 -0.08
C -6.74384 1.76702 3.56576 -0.3 -0.1 -0.2 -0.08
C -5.87811 0.68404 3.56265 0.3 -0.3 -0.5 -0.02
C -4.08777 -0.88125 0.51557 0.6 -0.1 -0.2 0.01
C -2.96615 -0.87447 -0.30457 -0.1 -0.2 0.6 -0.02
C -2.01959 -2.36503 -2.71865 0.4 0.4 0.6 -0.02
C -2.23000 -2.55288 -4.05582 0.5 0.3 -0.7 -0.02
H -2.93421 -2.39067 -7.85601 -0.2 0.1 0.0 0.14
H -3.48191 -2.89871 -6.21951 -0.2 0.0 -0.2 0.12
H -2.77627 0.05166 -7.24944 0.3 0.1 -0.1 0.12
H -1.78344 1.84069 -8.68878 0.2 -0.2 -0.1 0.10
H 0.53383 1.56746 -9.57724 -0.1 -0.3 0.2 0.10
H 1.88524 -0.44108 -8.93777 -0.3 0.1 0.1 0.11
H 0.93197 -2.11808 -7.33627 -0.2 0.3 -0.2 0.13
H 0.73239 -1.32380 -5.23023 -0.2 0.0 0.3 0.10
H 1.15405 -1.08860 -2.80396 -0.2 0.0 -0.1 0.11
H 0.39171 -1.70663 -0.40975 -0.5 0.3 -0.2 0.10
H -0.81076 -2.61393 1.70274 -0.4 0.1 -0.2 0.12
H -2.83381 -2.79046 3.06172 0.2 0.0 0.0 0.10
H -4.24934 -2.54466 4.20496 -0.2 0.2 0.2 0.13
H -5.82864 -1.74069 4.56859 0.3 -0.1 0.0 0.15
H -7.13361 -1.06302 0.91075 -0.1 0.3 0.3 0.13
H -8.79966 0.81082 1.01007 0.2 0.1 0.1 0.11
H -8.49324 2.65983 2.66799 0.2 -0.3 0.0 0.10
H -6.59168 2.56943 4.28314 -0.1 -0.1 -0.1 0.11
H -5.07066 0.59290 4.29725 -0.3 0.1 -0.3 0.13
H -5.00184 -0.37418 0.20204 0.4 -0.1 0.1 0.10
H -3.02139 -0.36559 -1.25944 0.1 0.0 0.1 0.12
H -2.82508 -2.68724 -2.05901 0.4 0.1 0.1 0.12
H -3.16453 -2.99668 -4.40252 0.4 0.1 0.3 0.10
C 6.16026 3.32091 1.26603 0.0 0.4 -0.1 0.00
C 4.97399 3.06481 2.16452 0.2 0.6 -0.1 -0.47
C 5.43643 3.12820 3.62297 0.1 0.2 0.1 0.00
C 3.67647 3.95798 1.90522 0.6 0.4 -0.3 -0.45
C 3.56219 5.19309 2.78330 0.1 0.0 0.1 0.00
C 3.55908 4.35749 0.45259 0.0 0.1 -0.5 -0.01
O 2.58560 3.07904 2.25226 0.7 -0.2 0.4 0.14
B 3.24159 1.89889 2.51918 0.3 -0.6 -1.0 -0.70
C 2.95896 1.04213 3.74591 -0.7 -0.6 0.4 -0.10
C 3.86643 0.04029 4.11120 -0.3 0.2 0.1 0.00
C 3.70442 -0.60961 5.32384 0.0 -0.3 -0.2 0.01
C 2.61561 -0.28654 6.11582 0.0 -0.4 0.6 -0.13
C 2.38317 -1.04126 7.39273 -0.2 -0.3 1.1 -0.51
F 2.32322 -0.18571 8.47277 0.0 -0.8 -0.9 0.10
F 1.19359 -1.73715 7.39341 1.0 0.7 -0.1 0.11
F 3.35870 -1.95162 7.66715 -0.7 0.7 -0.2 0.11
C 1.71518 0.71378 5.77873 -0.3 0.1 -0.2 0.00
C 1.87581 1.37975 4.57661 0.5 -0.4 0.1 -0.01
C 1.76618 0.65707 0.56646 0.7 0.6 -0.4 -0.10
C 1.23397 -0.22607 1.58779 -0.4 -0.6 1.0 -0.11
C 2.90303 0.41538 -0.25281 -0.3 -0.1 0.0 -0.26
C 2.95268 1.10140 -1.49693 0.3 -0.5 -0.1 -0.07
C 3.93127 0.77700 -2.42599 -0.1 0.5 0.1 -0.11
C 4.93624 -0.13764 -2.10299 0.0 -0.1 0.2 -0.11
C 4.93861 -0.76976 -0.85195 -0.1 0.0 0.3 -0.09
C 3.94447 -0.50095 0.08581 -0.4 0.0 -1.1 -0.03
O 4.49902 1.74787 1.90591 -0.9 0.3 0.6 0.10
H 6.50616 4.34714 1.42444 0.1 -0.1 -0.1 0.10
H 6.96445 2.63624 1.54921 -0.1 0.1 -0.1 0.10
H 5.91732 3.17524 0.21106 0.0 0.0 0.2 0.09
H 5.93858 4.08204 3.81683 -0.1 -0.1 0.1 0.10
H 4.60331 3.00474 4.33018 0.3 0.1 -0.1 0.09
H 6.15988 2.32108 3.79401 -0.2 0.1 0.0 0.10
H 4.38372 5.88896 2.57512 -0.1 -0.1 0.1 0.10
H 2.62286 5.70029 2.54352 0.1 0.0 0.1 0.09
H 3.55663 4.93380 3.84720 0.0 0.1 -0.2 0.09
H 4.33118 5.10237 0.21496 -0.1 -0.2 0.0 0.10
H 3.67354 3.49687 -0.22264 -0.1 0.2 0.2 0.09
H 2.58571 4.83279 0.27681 0.1 -0.2 0.0 0.10
H 4.69902 -0.22208 3.45455 -0.3 0.2 0.2 0.13
H 4.40780 -1.37525 5.63641 -0.2 0.1 0.0 0.12
H 0.88482 0.94954 6.43857 0.1 -0.1 0.0 0.13
H 1.17391 2.14946 4.26221 0.2 -0.1 0.1 0.13
H 1.34498 1.65281 0.51040 -0.4 -0.1 -0.3 0.11
H 0.83196 0.32624 2.45123 0.2 -0.3 -0.2 0.09
H 0.36835 -0.67029 1.11129 -0.3 -0.5 0.6 0.01
H 1.90219 -1.03985 1.92880 -0.3 0.5 -0.1 0.10
H 2.13653 1.78891 -1.73858 0.3 -0.2 0.0 0.12
H 3.91400 1.27263 -3.40356 0.1 -0.2 0.3 0.10
H 5.72905 -0.33614 -2.81292 -0.1 -0.1 0.0 0.09
H 5.73713 -1.47874 -0.60047 -0.3 0.3 -0.1 0.10
H 3.91319 -1.01441 1.04249 0.1 0.1 -0.1 0.10
```
Positions in Å, forces in eV/Å.